(1)
DFT (ωB97M-V/def2-TZVPD) results for 10 unconnected molecules or ions with the total composition C24H70N10O10.

Structure (XYZ):
```
114
Properties=species:S:1:pos:R:3:forces:R:3
O 2.310284 -0.158147 -2.519490 -1.21 -1.57 0.28
O -0.310703 0.938389 -4.755925 0.50 0.53 0.00
O 3.637203 -1.442782 0.477479 0.81 -0.85 2.16
O 2.680635 2.439508 -1.938106 0.24 -0.84 -0.25
O -4.792242 -0.246818 0.840911 0.50 -1.32 0.21
O -1.003690 2.053107 1.121545 -0.46 -0.36 0.44
O -1.687862 2.305145 3.769693 -0.04 -0.72 -0.42
O -1.548518 -3.575145 2.333241 -0.34 0.31 -0.39
O -1.402500 -3.285034 -1.672360 0.82 1.31 -0.37
O -5.647174 -0.554068 3.343460 -1.33 -0.75 -0.90
N 1.898314 -2.245636 -1.689837 1.00 -0.23 1.11
N 0.635081 1.172844 -0.075458 1.92 -0.46 -0.77
N -0.457686 3.515980 -2.184217 0.02 0.38 -0.10
N 5.783605 -3.133071 3.052706 -0.25 0.42 0.25
N -4.442504 0.042757 5.127845 -1.24 -0.40 -0.14
N -4.421028 1.501770 3.273060 -0.38 -2.13 -0.10
N -1.907647 -5.338737 -2.646401 1.81 -1.12 -0.18
N -1.449844 0.208688 -0.140451 -0.05 0.00 0.53
N -1.905733 -5.078098 -0.391798 0.62 1.24 0.84
N 0.180954 -1.011502 -2.729989 1.29 0.35 0.09
C -1.662460 4.696619 3.919004 -0.67 0.99 -1.05
C 1.505041 -1.114924 -2.334235 -0.11 1.12 -0.28
C 5.547714 -2.284015 1.843908 0.48 -0.53 3.17
C 3.590035 -0.179917 1.160584 1.24 -0.20 -1.47
C -1.164025 -2.230193 2.017262 0.11 1.05 -0.76
C 6.496383 -2.508623 0.718990 0.76 -0.13 -0.69
C 4.508842 2.050948 -3.550042 0.15 1.10 0.07
C -5.281936 -2.604790 0.173007 0.02 0.51 0.19
C 3.975287 2.835983 -2.361930 -0.72 1.51 -0.60
C 3.823095 4.359029 -2.537038 0.59 -0.16 -1.36
C 0.476581 3.303469 3.791152 0.62 -0.24 -0.16
C -0.141285 2.242140 -4.168376 -1.95 0.20 -1.12
C -4.917724 0.242898 3.860901 3.02 3.43 -0.14
C -2.561090 2.609842 -3.156158 0.09 -0.67 -0.14
C -4.402589 -1.365444 0.003116 -2.89 1.56 -1.45
C -1.469126 -1.225974 3.133418 -1.03 -0.58 -0.24
C 4.096461 -2.446087 1.451891 -1.04 0.20 -1.28
C 0.407627 0.750324 -5.989403 -0.31 1.16 1.31
C -1.657963 -4.455439 -1.581176 -1.44 -0.77 0.18
C 0.372482 -2.208709 1.689846 -1.35 -0.75 -0.76
C -0.944284 3.437369 4.247031 0.07 -1.74 0.39
C -0.630843 1.150174 0.360241 -0.23 0.84 -0.64
C -1.035081 2.358594 -2.935504 -0.42 0.89 1.42
C -4.745227 -0.757781 -1.414857 0.94 -1.43 -0.12
H -0.817388 3.318263 5.335807 -0.82 -0.01 -0.05
H 5.731686 -1.302073 2.311733 -0.22 -0.02 -0.74
H -1.383905 1.978023 2.865207 -0.24 1.09 1.05
H -1.811555 -1.899116 1.123518 1.31 -0.89 1.29
H -2.571235 -1.118662 3.271387 0.78 0.00 -0.09
H -4.783400 -0.831116 5.500854 0.41 0.10 0.21
H -5.808233 -0.472807 -1.445158 0.61 0.35 0.37
H -3.104452 2.432685 -2.217902 0.31 0.20 0.07
H -1.033654 -3.872557 3.085970 0.11 -0.03 0.17
H 0.877546 -2.235296 2.642844 0.53 0.05 0.23
H 1.099057 0.626265 -0.822484 -1.02 0.38 0.66
H -1.027605 -1.458358 4.112601 0.11 -0.13 -0.32
H 0.860223 2.397984 -3.836366 1.01 0.03 -0.04
H 1.038505 4.059603 4.399070 0.18 -0.85 -0.90
H -4.046851 0.014325 -1.720001 -0.25 0.64 0.30
H -0.440963 3.036728 -4.929760 0.46 -0.82 0.85
H -3.535185 0.364430 5.350417 0.72 0.34 0.36
H -2.413719 0.252966 0.120616 -0.39 0.00 0.08
H -2.515135 -5.846562 -0.436151 -0.68 -1.05 0.04
H -5.124093 -0.632808 1.678977 -0.08 0.56 -0.05
H 1.492406 0.889829 -5.882189 -0.17 -0.31 0.20
H -5.118401 -3.039613 1.184706 -0.73 0.08 -0.73
H -3.061185 1.864368 -3.848302 0.86 1.05 0.32
H 3.986111 -3.393241 0.939285 0.09 -0.40 -0.30
H 5.464207 2.509372 -3.787229 0.30 -0.04 -0.14
H -4.998931 -3.275813 -0.605239 1.00 -1.05 -0.29
H 0.537653 3.431560 2.704920 0.27 0.43 0.16
H -3.398851 -1.659499 0.243556 0.72 0.06 -0.53
H 2.648760 -2.160028 -0.966152 -0.57 0.52 -1.17
H -2.735316 3.673709 -3.423716 0.08 -0.76 -0.23
H -0.022150 -0.312352 -3.443892 0.18 0.08 0.02
H 6.296979 -3.377153 0.064979 -0.17 0.11 0.58
H -1.719179 4.819540 2.785381 -0.25 -0.23 1.43
H -2.011129 -4.496343 0.450015 0.30 -0.27 -0.52
H 0.537384 3.355380 -2.003937 -0.50 0.08 0.12
H 7.567793 -2.574294 1.044559 -1.01 0.38 -0.28
H -2.676581 4.737391 4.408496 0.95 -0.13 -0.75
H 0.120085 -0.227942 -6.278234 0.14 -0.91 -0.63
H 6.520737 -2.817213 3.694301 -0.47 0.08 -0.78
H 2.936216 4.631191 -3.142043 0.56 -0.41 -0.02
H 3.902519 2.134756 -4.437543 -0.44 -0.15 -0.28
H -1.090237 5.551022 4.280340 0.00 0.14 0.11
H -0.925021 3.876960 -1.330610 0.22 -0.96 -0.98
H -1.465896 -6.207844 -2.325008 -0.80 -0.16 -0.18
H -1.056453 -0.303240 2.764212 0.03 0.68 0.19
H 3.341279 0.460757 0.336498 -0.47 0.91 0.09
H 4.696224 1.029988 -3.271106 -0.15 -0.55 -0.03
H 4.605968 0.106689 1.500842 -0.60 -0.08 -0.02
H -4.269761 1.450427 2.255190 -0.77 -0.30 0.54
H 3.675217 4.854598 -1.619235 -0.36 0.23 1.50
H 2.636625 1.529678 -2.277667 -0.76 -0.27 0.37
H 2.894460 -0.165803 1.981354 -0.46 -0.01 0.26
H 1.239106 -2.935765 -1.383525 -0.74 0.06 -0.36
H -6.309929 -2.452235 -0.205323 0.05 0.42 1.26
H -4.644797 -1.474342 -2.238432 0.11 -0.39 0.25
H -3.525741 1.866174 3.626729 -0.47 -0.29 0.50
H 0.789849 2.226882 3.959166 -0.04 1.36 0.25
H -0.468201 -1.769191 -2.671285 -0.01 -0.73 0.23
H -1.134699 -0.410226 -0.856103 0.07 -0.32 -0.38
H 4.717464 4.862540 -2.925424 -0.10 -0.32 -0.34
H 1.101487 2.045918 0.099775 0.12 0.02 0.11
H -1.380243 -5.189763 -3.512826 -0.52 0.92 0.35
H 3.362904 -2.511609 2.268062 0.58 0.46 0.22
H 6.279690 -1.645618 0.112558 0.71 0.41 -0.83
H 5.980476 -4.079755 2.823028 0.14 -0.82 -0.27
H 0.059304 1.493666 -6.692584 -0.17 0.14 -0.48
H 4.692076 2.618157 -1.606372 0.61 0.09 1.19
H -0.909693 1.467229 -2.293727 -0.16 -0.03 -0.67
H 0.533179 -3.145593 1.151275 0.32 -0.13 0.14
H 0.781731 -1.439863 1.019759 -0.48 0.23 0.54
```
Forces are in eV/Å.

Values from the calculation:
SMILES ... COC[C@H](C)N.COC[C@H](C)N.NC(N)=O.NC(N)=O.NC(N)=O.NC(N)=O.CC(C)O.CC(C)O.CC(C)O.CC(C)O
Charge ... 0
Calculated total energy ... -2256.47708 a.u.



(2)
DFT (ωB97M-V/def2-TZVPD) results for a molecular structure, C22H49N2O2P3W.

Structure (XYZ):
```
79
Properties=species:S:1:pos:R:3:forces:R:3
W 0.452651 -0.008985 -1.764667 -0.27 3.06 -1.27
P 0.609256 -2.226323 -2.365737 0.66 -4.63 -0.19
P 1.938824 -0.009816 0.005476 2.95 0.18 2.37
P -1.701703 0.373895 -1.031093 -4.35 1.03 0.49
O -1.131276 -0.441281 -5.485210 0.01 -1.00 0.20
O -0.595023 0.394865 3.233875 0.31 0.27 0.76
N -0.169397 1.292963 5.258677 0.54 -0.12 0.39
N -0.254892 -1.106807 4.858391 -0.83 0.60 0.37
C -1.863701 1.659428 -6.330265 0.34 -0.03 0.38
C 2.146868 -1.194346 1.380472 -0.36 -0.56 0.13
C -1.621190 2.763456 -7.145771 -0.20 -0.29 -0.04
C 1.543662 -1.962327 -3.911116 0.32 0.38 -0.72
C 2.235825 1.555403 0.912026 -0.37 0.54 -0.10
C 1.570067 -3.530251 -1.491684 0.33 0.04 0.23
C 3.536190 -0.323331 -0.865483 0.05 0.11 -0.58
C -0.734153 2.642900 -8.218457 0.20 0.19 -0.08
C -0.354618 -1.618941 6.209576 0.39 0.09 0.85
C -0.896998 -3.221212 -2.664618 -0.49 0.27 -0.23
C 0.773462 2.210403 -2.198953 1.55 -0.39 -1.87
C 1.022855 1.348579 -3.379572 -0.58 2.26 1.87
C 0.401253 1.354675 6.593079 0.40 0.47 0.47
C -2.440428 0.430875 -2.706234 0.15 0.06 -0.65
C -2.871459 -0.696898 -0.140526 0.38 -0.93 0.50
C -0.659183 -2.044382 3.826929 0.16 -0.78 -0.41
C -1.093113 0.498852 -6.499274 0.33 0.53 -0.53
C -0.035050 1.451791 -8.444602 -0.21 -0.47 0.04
C -0.401859 2.548707 4.594620 -0.52 0.78 0.14
C -2.241876 1.967281 -0.302695 0.72 0.66 0.28
C -0.226788 0.359073 -7.594462 0.02 0.33 0.32
C -0.343595 0.206385 4.439663 -0.32 -0.86 -2.13
H -2.108560 1.935681 0.788560 0.01 -0.07 -0.31
H 1.098552 -3.790833 -0.533678 -0.01 0.12 -0.32
H 1.493552 -2.896357 -4.495359 0.02 0.22 0.16
H -2.136026 3.708243 -6.946956 0.07 -0.43 -0.26
H 1.973766 2.422414 0.298230 0.14 -0.14 0.21
H 0.328590 1.434874 -4.223103 -0.09 -0.48 0.14
H -3.904334 -0.429454 -0.418988 0.48 0.08 -0.06
H -2.045342 1.262776 -3.302142 -0.05 -0.09 0.12
H 2.073634 1.227277 -3.650418 -0.01 -0.45 0.08
H -1.667599 2.812385 -0.695023 -0.18 -0.14 0.08
H -1.367436 -3.461337 -1.696227 0.26 0.10 -0.31
H -3.309687 2.134370 -0.521775 0.37 -0.35 -0.08
H 0.298098 -0.586134 -7.748735 -0.02 0.28 -0.02
H 1.661816 2.656114 -1.731380 -0.37 -0.30 -0.19
H -0.117077 -0.851722 6.950796 -0.14 -0.50 -0.27
H 2.608123 -1.730759 -3.716727 -0.45 -0.24 0.11
H 3.229292 -1.277834 1.589254 -0.48 0.08 -0.15
H -0.344875 1.103100 7.361367 0.12 0.05 -0.16
H -2.636407 1.678152 -5.557841 0.30 0.10 -0.15
H 1.549286 -4.426098 -2.132534 0.06 0.30 0.15
H 1.764980 -2.191625 1.123338 0.15 0.23 0.15
H 2.616264 -3.264942 -1.294470 -0.28 -0.02 -0.15
H 3.589948 -1.324389 -1.314566 -0.07 0.27 0.17
H -2.713774 -1.757198 -0.369205 -0.12 0.17 0.06
H 1.603583 1.567588 1.811639 0.11 -0.09 -0.29
H -0.752404 -1.297239 -5.776405 -0.42 0.75 -0.26
H -0.596043 -4.167750 -3.143452 -0.07 0.36 0.10
H -0.550949 -3.069615 4.204309 -0.01 0.39 -0.03
H -1.366317 -2.007660 6.397772 0.13 0.11 -0.15
H -1.409011 2.553456 4.161053 0.18 0.01 0.06
H 3.292293 1.650383 1.216850 -0.35 -0.29 -0.20
H -2.274942 -0.484957 -3.282444 -0.03 0.10 0.05
H 0.302096 2.687842 3.765293 -0.01 -0.11 0.14
H -1.637220 -2.709053 -3.292275 0.19 -0.16 0.08
H -3.530952 0.570287 -2.612592 0.36 -0.03 0.18
H 0.345603 -2.455995 6.321166 -0.11 0.16 0.00
H -2.756248 -0.548742 0.943192 0.04 -0.06 -0.31
H -0.595610 3.481186 -8.899637 0.04 -0.17 0.22
H 1.152223 -1.133812 -4.524317 -0.01 -0.39 0.15
H 0.704964 2.397696 6.749083 -0.09 -0.42 0.12
H -0.063226 2.917455 -2.219964 -0.10 -0.63 0.11
H 0.659639 1.354911 -9.285758 -0.38 0.11 0.31
H 1.648593 -0.830601 2.289709 0.04 -0.06 -0.41
H 1.294716 0.726633 6.694915 -0.32 -0.04 -0.07
H -1.710531 -1.870985 3.538799 0.31 0.05 0.21
H -0.294621 3.350308 5.327018 -0.06 -0.09 -0.27
H -0.051285 -1.909270 2.922461 -0.23 -0.04 0.39
H 3.732580 0.423091 -1.643883 0.07 -0.08 0.14
H 4.323271 -0.256188 -0.097517 -0.25 0.08 -0.26
```
Forces are in eV/Å.

Values from the calculation:
Charge ... +4
Relative energy (zero: lowest compared OMol25 entry of this formula, charge and spin) ... 0.0 kJ/mol
<S²> ... 2.156
Spin multiplicity ... 3



(3)
DFT (ωB97M-V/def2-TZVPD) results for a molecular structure, C23H22AuN6OSeSi.

Structure (XYZ):
```
55
Properties=species:S:1:pos:R:3:forces:R:3
Au -1.106869 -0.080573 -0.374748 0.52 -0.79 -0.08
Se -5.180086 3.030863 -0.002154 0.01 -0.01 0.00
Si -1.929937 -2.708157 1.541651 -0.19 0.09 0.14
O -1.851255 -0.967532 -1.897516 0.26 0.17 0.12
N -0.727339 0.652404 1.497591 -0.28 0.34 -0.22
N -2.214664 -1.007559 1.324960 0.08 -0.05 -0.03
N -1.685131 1.994536 -1.203676 -0.07 0.08 -0.01
N -3.758511 1.923598 -0.135143 0.00 -0.03 0.00
N 8.270946 -1.903362 -3.766353 -0.01 0.00 0.01
N -4.453148 4.323249 -1.036384 -0.01 0.03 -0.01
C -0.177009 1.774001 1.981759 -0.06 -0.31 0.24
C -1.384080 1.361390 4.012125 -0.07 0.00 0.15
C 0.854470 -0.404646 -1.101307 -0.49 0.21 0.06
C 3.293834 -0.898907 -1.983959 0.00 -0.01 0.01
C -2.888461 2.543240 -0.905925 0.09 0.00 0.16
C 1.974441 -0.631504 -1.506746 0.01 0.03 0.02
C 5.109316 -2.450208 -2.366642 0.00 0.01 0.00
C -0.824886 2.686235 -1.966635 -0.12 -0.03 -0.10
C -1.812763 -3.604518 -0.086709 -0.05 0.06 -0.01
C -1.992125 0.253330 3.472983 0.01 -0.14 -0.03
C 5.352980 -0.132618 -2.995110 0.00 0.00 0.00
C -0.327693 -2.948537 2.492604 0.02 -0.07 -0.03
C 3.832958 -2.188961 -1.908996 0.00 0.00 0.00
C 5.877637 -1.421831 -2.911761 -0.01 0.00 0.01
C 4.075895 0.122610 -2.536171 0.00 0.00 0.00
C 7.206464 -1.689362 -3.386200 0.01 -0.01 -0.01
C -1.101713 3.946145 -2.470190 0.03 -0.04 0.02
C -2.323658 4.556175 -2.192940 -0.01 0.03 -0.01
C -0.483460 2.135457 3.280827 0.16 0.10 -0.09
C -3.338459 -3.458041 2.536008 0.00 -0.02 -0.01
C -3.257191 3.868837 -1.399156 -0.02 0.09 -0.02
C 0.763786 2.536856 1.107862 0.04 0.03 0.00
C -1.675205 -0.086944 2.149136 0.13 0.20 -0.29
H -0.965077 -3.252334 -0.675915 0.01 -0.01 0.01
H -0.032745 3.018719 3.711936 0.00 0.00 -0.01
H -3.437190 -2.978247 3.512888 0.01 0.00 0.00
H -1.698155 -4.677568 0.091450 -0.01 0.00 0.01
H 0.920819 2.009096 0.170718 0.03 0.00 -0.01
H -4.279728 -3.314001 2.000372 0.00 -0.01 0.01
H -2.743948 -0.317050 3.999936 0.01 0.02 0.03
H 1.725377 2.661072 1.608573 -0.01 0.02 0.01
H -2.570574 5.540221 -2.569652 0.01 0.00 0.00
H -1.631121 1.664648 5.023002 -0.01 -0.02 0.00
H -0.371135 -2.506091 3.490688 -0.01 0.01 0.00
H 0.111409 2.185309 -2.188893 0.01 0.00 0.00
H 5.952133 0.661016 -3.421309 0.00 0.00 0.00
H 0.507533 -2.490977 1.955474 -0.01 0.01 -0.01
H -2.708953 -3.440695 -0.686757 0.01 -0.01 -0.02
H 0.361244 3.526274 0.886470 -0.02 -0.01 -0.03
H 5.520573 -3.449029 -2.306058 0.00 0.00 0.00
H 3.660498 1.119075 -2.600075 0.01 0.00 0.00
H -3.197870 -4.530144 2.698404 0.00 0.00 0.00
H 3.229868 -2.980342 -1.485567 0.01 0.00 0.00
H -0.359296 4.440428 -3.083289 0.00 0.01 0.00
H -0.112747 -4.015049 2.604521 0.02 0.01 0.02
```
Forces are in eV/Å.

Values from the calculation:
Charge ... -1
Relative energy (zero: lowest compared OMol25 entry of this formula, charge and spin) ... 121.8 kJ/mol
<S²> ... 2.044
Spin multiplicity ... 3